2 unconnected molecules or ions with the total composition C3H9N3O2S in a non-equilibrium geometry. Source: OMol25; level of theory: the ωB97M-V functional and the def2-TZVPD basis.

Each line ends with the natural charge from an NBO analysis.
CARTESIAN COORDINATES (ANGSTROEM)
C1 -0.94 -1.31 -0.11  0.65
C2 0.76 2.25 -0.33  -0.47
C3 -0.41 0.73 1.09  -0.30
N1 -0.20 -1.17 -1.38  -0.87
N2 -1.20 -2.65 0.15  -0.85
N3 -0.14 -0.65 0.82  -0.68
O1 -2.18 -0.54 -0.14  -0.74
O2 -2.12 1.96 -0.59  -0.94
S1 -2.13 0.99 0.56  1.43
H1 0.94 3.13 0.15  0.19
H2 1.45 1.49 -0.66  0.19
H3 -0.06 2.26 -0.92  0.20
H4 -0.26 1.06 2.17  0.23
H5 0.56 -0.56 -1.43  0.38
H6 -1.03 -0.83 -2.02  0.38
H7 -2.17 -2.85 0.55  0.39
H8 -0.99 -3.28 -0.58  0.40
H9 -0.08 -1.25 1.69  0.40

Its LUMO energy (alpha / beta) is 0.006 / 0.006 Eh. The total energy is -832.49079 Eh. The value obtained for the energy relative to the best compared isomer or geometry (same formula, charge and spin) is 2.7700 eV. As for the net charge: 0. Its HOMO-LUMO gap (alpha / beta) is 8.5 / 8.5 eV. As for the maximum force: 5.93 eV Å⁻¹.

---

C3H3NO2 in the gas phase in a non-equilibrium geometry. Source: OMol25; level of theory: the ωB97M-V functional and the def2-TZVPD basis.

Each line ends with the natural charge from an NBO analysis.
CARTESIAN COORDINATES (ANGSTROEM)
O1 2.06 0.00 -0.10  -0.64
C1 0.81 -0.33 0.26  0.42
C2 -0.17 0.68 0.03  -0.47
C3 -1.31 -0.04 -0.01  0.18
O2 -1.06 -1.32 0.28  -0.28
N1 0.31 -1.52 0.44  -0.16
H1 1.65 0.61 -0.77  0.49
H2 0.00 1.75 0.10  0.25
H3 -2.32 0.23 -0.25  0.21

Its LUMO energy is 0.026 Eh. The total energy is -321.25816 Eh. The value obtained for the energy relative to the best compared isomer or geometry (same formula, charge and spin) is 3.2514 eV. As for the net charge: 0. Its HOMO-LUMO gap is 10.9 eV. As for the maximum force: 2.44 eV Å⁻¹.

---

A molecular structure, C15H31BaBrP2 in a non-equilibrium geometry. Source: OMol25; level of theory: the ωB97M-V functional and the def2-TZVPD basis.

Each line ends with the Mulliken charge.
CARTESIAN COORDINATES (ANGSTROEM)
P1 -1.52 1.60 -1.55  1.77
P2 2.18 -0.27 -1.99  0.90
C1 -0.01 1.52 -2.58  1.34
C2 0.63 0.13 -2.86  -1.14
H1 0.75 2.14 -2.05  -1.12
H2 -0.23 2.03 -3.54  -0.49
H3 -0.07 -0.70 -2.65  0.47
H4 0.88 0.08 -3.93  0.48
C3 2.97 1.10 -1.13  -1.04
H5 2.56 1.25 -0.12  0.29
H6 2.97 2.04 -1.69  0.11
H7 4.03 0.82 -1.00  0.42
C4 3.33 -1.17 -3.01  -1.16
H8 4.19 -0.53 -3.25  0.37
H9 2.84 -1.48 -3.96  0.34
H10 3.68 -2.07 -2.48  0.37
C5 -1.72 3.34 -1.05  -1.03
H11 -2.62 3.42 -0.43  0.50
H12 -1.86 4.03 -1.91  0.29
H13 -0.88 3.71 -0.43  -0.05
C6 -2.99 1.09 -2.40  -1.57
H14 -2.78 0.24 -3.07  0.39
H15 -3.41 1.91 -3.01  0.41
H16 -3.74 0.79 -1.66  0.45
Ba1 1.66 4.69 -1.69  0.52
C7 2.73 3.89 -3.96  0.17
C8 3.52 4.81 -3.35  -1.46
C9 3.33 6.29 -3.56  -0.50
C10 1.86 6.89 -3.81  -0.39
C11 0.60 6.20 -3.38  -0.33
C12 0.08 5.02 -3.86  -0.60
C13 0.50 4.35 -5.14  -0.71
C14 2.04 4.15 -5.27  -1.24
C15 -1.18 0.68 -0.05  -1.26
H17 2.71 2.84 -3.64  0.61
H18 4.32 4.53 -2.64  0.44
H19 3.90 6.62 -4.46  0.25
H20 3.79 6.85 -2.73  0.26
H21 1.87 7.86 -3.26  0.22
H22 1.81 7.16 -4.88  0.32
H23 0.00 6.82 -2.68  0.52
H24 -0.89 4.64 -3.49  -0.02
H25 0.13 4.89 -6.03  0.38
H26 0.04 3.35 -5.23  0.26
H27 2.22 3.26 -5.89  0.49
H28 2.47 4.99 -5.83  0.35
H29 -0.64 -0.26 -0.23  0.17
H30 -2.13 0.46 0.45  0.48
H31 -0.56 1.28 0.64  0.27
Br1 1.63 -1.70 -0.35  -0.45

Its LUMO energy (alpha / beta) is -0.001 / -0.001 Eh. The total energy is -3871.95484 Eh. The value obtained for the energy relative to the best compared isomer or geometry (same formula, charge and spin) is 6.2350 eV. As for the net charge: 0. Its HOMO-LUMO gap (alpha / beta) is 3.0 / 3.0 eV. As for the maximum force: 3.98 eV Å⁻¹.